No. 1
Formula: C45H113N5O14
Source: the Open Molecules 2025 dataset
Level of theory: the ωB97M-V functional and the def2-TZVPD basis

The geometry in ORCA input format:
```
! RIJCOSX wB97M-V def2-TZVPD def2/J DEFGRID3
* xyz 0 1
O 6.79519 -11.53831 -14.55342
H 6.91656 -10.60459 -14.72568
H 5.93970 -11.59461 -14.12776
O 4.30111 -10.75131 -15.23774
H 4.64975 -10.05020 -15.78832
H 3.38283 -10.82616 -15.49731
O 8.85778 -8.72322 -8.61366
H 9.77936 -8.89708 -8.42212
H 8.84296 -7.81580 -8.91798
O 8.19922 -5.31025 -16.31441
H 8.74599 -6.06929 -16.51720
H 7.74374 -5.55123 -15.50774
O 8.24978 -11.80459 -11.72990
H 8.20641 -11.70278 -12.68068
H 7.47541 -11.34602 -11.40386
O 11.42805 -5.83518 -14.70934
H 11.51810 -6.60757 -15.26749
H 11.86885 -6.07535 -13.89433
O 11.12700 -10.81221 -13.30770
H 10.57050 -10.52507 -14.03162
H 10.90134 -11.73397 -13.18251
O 5.81232 -6.54868 -18.28828
H 6.12626 -5.79505 -17.78856
H 5.51497 -6.17852 -19.11941
O 7.50376 -9.32515 -16.19094
H 8.10047 -8.79038 -16.71456
H 6.64119 -9.16848 -16.57521
C 3.20866 -10.90373 -10.77629
C 3.59964 -10.87049 -9.30698
C 2.21373 -10.75319 -8.50531
C 1.47223 -12.12160 -8.34289
C 2.46501 -13.17999 -7.85457
C 3.78675 -13.41603 -8.65150
N 4.37587 -12.05726 -8.94194
O 5.59492 -12.20158 -9.61254
C 4.68856 -14.14668 -7.69394
C 3.44448 -14.39476 -9.84808
C 4.38183 -9.59898 -8.96726
H 4.09057 -11.09409 -11.38792
H 2.76244 -9.99551 -11.18142
H 2.47939 -11.69760 -10.93764
H 2.39991 -10.29912 -7.53203
H 1.50963 -10.05466 -8.95741
H 1.30020 -12.34949 -9.39483
H 0.59676 -12.18780 -7.69692
H 1.87981 -14.09802 -7.80127
H 2.66495 -12.83331 -6.84070
H 5.60526 -14.49106 -8.17267
H 4.93570 -13.48469 -6.86400
H 4.19180 -15.05396 -7.35021
H 2.55110 -14.15084 -10.42295
H 4.24269 -14.64173 -10.54807
H 3.17579 -15.38654 -9.48439
H 4.80922 -9.55260 -7.96561
H 3.75415 -8.71064 -9.03765
H 5.21744 -9.54886 -9.66535
H 6.17467 -11.85198 -8.93190
C 4.81081 -5.23783 -14.85362
C 5.13755 -6.04105 -13.55165
C 4.40786 -7.39314 -13.66226
C 4.80794 -8.48763 -12.64868
C 6.38020 -8.69285 -12.71062
C 7.18333 -7.40865 -12.60013
N 6.59796 -6.28533 -13.42289
O 7.40181 -5.25092 -13.61019
C 7.16612 -7.06036 -11.08468
C 8.68908 -7.78071 -13.07469
C 4.58315 -5.30190 -12.33055
H 3.73801 -5.31764 -15.02925
H 5.26485 -5.69714 -15.73167
H 5.07375 -4.18915 -14.71491
H 3.32781 -7.35731 -13.80473
H 4.79430 -7.79874 -14.59728
H 4.12617 -9.32608 -12.79112
H 4.55621 -8.15907 -11.64033
H 6.60190 -9.06780 -13.70980
H 6.56342 -9.34340 -11.85545
H 7.30745 -7.94340 -10.46149
H 7.98013 -6.35257 -10.92803
H 6.22380 -6.59879 -10.78958
H 9.28579 -6.90256 -12.82799
H 9.12908 -8.61041 -12.52145
H 8.89594 -7.78573 -14.14488
H 3.71438 -4.72116 -12.64049
H 5.32599 -4.55969 -12.03830
H 4.20535 -5.80044 -11.43790
H 7.56308 -5.05517 -12.68429
C 6.60672 -6.02146 -7.86048
C 6.64005 -4.82613 -6.92411
C 7.57678 -3.70046 -7.36135
C 7.00769 -2.83562 -8.46014
C 5.65491 -2.36251 -8.00658
C 4.56265 -3.45979 -7.78496
N 5.21129 -4.33220 -6.80816
O 4.41632 -5.30486 -6.21579
C 3.42761 -2.77009 -7.01952
C 4.03761 -4.03080 -9.11941
C 7.13517 -5.28363 -5.49982
H 5.94638 -6.86846 -7.67436
H 7.60624 -6.43590 -7.99197
H 6.30594 -5.70761 -8.86004
H 7.99089 -3.14821 -6.51776
H 8.36648 -4.06373 -8.01900
H 6.79108 -3.44120 -9.34017
H 7.66251 -1.98062 -8.62835
H 5.16842 -1.66317 -8.68653
H 5.78009 -1.74837 -7.11480
H 2.63351 -3.44994 -6.71081
H 3.81848 -2.29006 -6.12236
H 2.95535 -1.98239 -7.60654
H 4.72841 -4.56297 -9.77340
H 3.38420 -4.82479 -8.75786
H 3.67115 -3.26847 -9.80691
H 7.01446 -4.38816 -4.89017
H 8.20111 -5.51135 -5.49725
H 6.57660 -6.06676 -4.98717
H 4.46799 -5.11529 -5.27611
C 7.66790 -1.73237 -11.95085
C 7.15560 -0.59227 -12.89254
C 6.52573 -1.25216 -14.19314
C 4.95545 -1.42200 -14.09464
C 4.35488 -0.10201 -13.51790
C 4.86725 0.37763 -12.09351
N 6.34363 0.40068 -12.08053
O 6.97879 1.05481 -11.07841
C 4.26666 1.77715 -11.93605
C 4.37130 -0.60242 -10.97807
C 8.37523 0.24819 -13.42555
H 8.01695 -1.35162 -10.99101
H 8.46668 -2.18361 -12.53946
H 6.87560 -2.44465 -11.72062
H 6.61195 -0.62432 -15.07997
H 6.89325 -2.24858 -14.43847
H 4.81454 -2.26022 -13.41227
H 4.47373 -1.53835 -15.06547
H 3.28509 -0.30350 -13.46262
H 4.33244 0.74187 -14.20744
H 4.72505 2.30245 -11.09816
H 4.35064 2.36363 -12.85097
H 3.19928 1.73539 -11.71915
H 4.02539 0.06046 -10.18496
H 3.49457 -1.16403 -11.30062
H 5.04534 -1.38321 -10.62574
H 8.96185 0.58268 -12.56994
H 8.11593 1.12553 -14.01812
H 8.97748 -0.38424 -14.07780
H 7.05684 0.38930 -10.39093
C -2.48135 -6.95953 -12.06215
C -2.42500 -5.66670 -12.93475
C -1.42693 -4.71176 -12.28021
C 0.06432 -5.11064 -12.40091
C 0.34835 -5.18800 -13.94355
C -0.54238 -6.17789 -14.72718
N -2.03284 -5.95778 -14.33881
O -2.91969 -6.94667 -14.94978
C -0.36962 -6.03537 -16.26799
C -0.13083 -7.67762 -14.40129
C -3.78341 -4.92932 -12.88409
H -2.39220 -7.88452 -12.63185
H -3.43305 -6.89624 -11.53454
H -1.62690 -7.18032 -11.42241
H -1.56373 -3.72736 -12.72779
H -1.61658 -4.56228 -11.21729
H 0.30843 -6.09417 -11.99945
H 0.72040 -4.40479 -11.89157
H 1.40037 -5.36903 -14.16393
H 0.14923 -4.19387 -14.34373
H -0.52559 -4.99458 -16.55175
H 0.62476 -6.42329 -16.48891
H -1.16583 -6.59528 -16.75856
H 0.92179 -7.87323 -14.60573
H -0.33515 -7.85416 -13.34526
H -0.70862 -8.39649 -14.98224
H -3.75288 -4.13593 -13.63089
H -4.08450 -4.58118 -11.89605
H -4.57300 -5.60149 -13.22000
H -3.49598 -6.39306 -15.48178
*
```

Results
HOMO: -7.756 eV
Orbital gap: 7.78 eV
Max |F|: 0.1221 Eh/bohr
Energy above the lowest of the compared OMol25 structures with the same formula, charge and spin: 4.4665 eV
M: 948.4 g/mol

No. 2
Formula: C45H116N4O21S7
Source: the Open Molecules 2025 dataset
Level of theory: the ωB97M-V functional and the def2-TZVPD basis

The geometry in ORCA input format:
```
! RIJCOSX wB97M-V def2-TZVPD def2/J DEFGRID3
* xyz 0 1
C 6.02610 4.28194 -2.34484
C 4.75035 4.79558 -1.67166
N 4.26245 4.15613 -0.44240
C 3.18191 4.93641 0.15122
C 3.80679 6.21528 0.78570
C 3.92630 2.77576 -0.51598
C 4.70763 2.02815 0.44436
H 6.11789 4.63333 -3.37256
H 5.96317 3.19476 -2.39165
H 6.89217 4.49177 -1.71716
H 5.09611 5.82917 -1.68720
H 3.94015 4.76647 -2.40025
H 2.54792 5.09625 -0.72091
H 2.57215 4.36026 0.84717
H 4.59386 6.11429 1.53298
H 4.16901 6.86071 -0.01449
H 3.02841 6.82452 1.24510
H 4.02859 2.53873 -1.57497
H 2.86910 2.59485 -0.32182
H 4.56504 0.95457 0.32110
H 4.65920 2.30162 1.49839
H 5.77544 2.10613 0.23989
C 4.69575 1.58924 -4.97155
C 5.70452 0.50146 -5.28672
N 6.21439 -0.21006 -4.10667
C 6.73333 -1.49990 -4.36366
C 5.66487 -2.52032 -4.84645
C 7.20955 0.56339 -3.35520
C 7.43268 0.21913 -1.89444
H 3.73471 1.21021 -4.62393
H 4.47074 2.11376 -5.90018
H 5.05445 2.35776 -4.28686
H 5.09956 -0.11117 -5.95515
H 6.57534 0.89469 -5.81127
H 7.49845 -1.54671 -5.13858
H 7.29792 -1.95448 -3.54960
H 4.73722 -2.36110 -4.29672
H 5.39340 -2.33920 -5.88645
H 6.01846 -3.51029 -4.55827
H 6.79184 1.56986 -3.33011
H 8.13462 0.64299 -3.92616
H 7.49238 1.19078 -1.40410
H 8.32046 -0.40882 -1.81938
H 6.59282 -0.43182 -1.65150
C -2.77274 -0.13899 7.25210
C -3.57415 -1.21853 6.48105
N -4.48840 -0.50222 5.54257
C -4.09144 -0.57498 4.09472
C -2.65588 -0.25859 3.75231
C -5.88117 -0.92897 5.82680
C -6.33500 -0.54784 7.21621
H -3.48466 0.63608 7.53590
H -2.05898 0.37176 6.60573
H -2.30260 -0.44924 8.18527
H -2.88168 -1.78253 5.85616
H -4.11447 -1.85928 7.17790
H -4.25438 -1.61254 3.80315
H -4.77715 -0.13146 3.37279
H -1.86463 -0.44597 4.47821
H -2.46993 -0.68197 2.76526
H -2.62496 0.82849 3.67885
H -5.89650 -2.00218 5.63684
H -6.51121 -0.45860 5.07188
H -5.85557 0.38335 7.51809
H -6.02824 -1.29596 7.94718
H -7.42027 -0.45473 7.17585
C -1.79891 -1.59426 -2.57848
C -2.86848 -1.09250 -3.49378
N -2.77602 -1.74915 -4.87661
C -1.59606 -1.53760 -5.65726
C -0.96271 -0.18020 -5.59967
C -3.22678 -3.18812 -4.90616
C -4.76257 -3.33827 -4.85164
H -2.19387 -2.30961 -1.85710
H -1.24259 -0.75309 -2.16490
H -1.01223 -2.12975 -3.10998
H -3.84326 -1.31967 -3.06217
H -2.79689 -0.03216 -3.73596
H -1.83889 -1.77256 -6.69357
H -0.75083 -2.21684 -5.54618
H -1.58072 0.48065 -6.20749
H -0.02255 -0.25149 -6.14659
H -0.82689 0.26018 -4.61189
H -2.82175 -3.61627 -5.82308
H -2.67707 -3.68779 -4.10851
H -4.99971 -2.95355 -3.85975
H -5.27151 -2.87119 -5.69480
H -4.92942 -4.41304 -4.78010
O -5.50253 2.89088 -0.56324
S -4.85749 2.06408 0.50992
O -3.78782 2.72073 1.26868
O -5.99628 1.49289 1.58877
C -7.15484 0.84275 1.10927
C -8.42196 1.72003 1.04102
C -4.26632 0.32003 -0.13574
H -7.23603 0.09358 1.89682
H -6.91337 0.34039 0.17256
H -8.38245 2.43167 0.21634
H -8.44216 2.32631 1.94663
H -9.30477 1.11496 0.83454
H -4.07622 -0.35684 0.69721
H -3.37026 0.52474 -0.72163
H -5.08258 -0.13407 -0.69753
O -1.91921 -3.79906 0.69840
S -1.37370 -3.95398 2.04991
O -0.93853 -2.78037 2.77313
O -2.49250 -4.82992 2.85330
C -3.02335 -4.24756 4.03410
C -4.55428 -4.46472 3.93194
C 0.03827 -5.17134 1.94109
H -2.76976 -3.18817 3.99557
H -2.69851 -4.67424 4.98305
H -4.94611 -4.21990 4.91918
H -4.96811 -5.42518 3.62472
H -4.78069 -3.77977 3.11482
H -0.04756 -5.75881 1.02697
H -0.21007 -5.78205 2.80910
H 0.95089 -4.58844 2.06540
O 2.68920 -3.09686 3.11305
S 3.08353 -1.72015 3.51896
O 3.61993 -0.70935 2.57886
O 1.65838 -0.99458 4.21584
C 0.90565 -1.92982 5.08597
C 0.70392 -1.25140 6.41627
C 4.16391 -1.72021 4.98797
H 1.51199 -2.75981 5.44869
H -0.07360 -2.38665 4.94282
H -0.11668 -0.53411 6.40206
H 1.48525 -0.61998 6.83927
H 0.48378 -1.98915 7.18788
H 4.62638 -0.76631 5.24155
H 4.98750 -2.39421 4.75233
H 3.71639 -2.14865 5.88478
O 3.30938 -5.87928 -5.85326
S 2.44371 -5.11823 -6.79200
O 2.67694 -4.92092 -8.20175
O 0.87986 -5.71066 -6.62857
C -0.13090 -5.34146 -7.54786
C -1.40445 -5.99571 -6.95484
C 2.14883 -3.52546 -6.03607
H 0.02581 -5.48676 -8.61670
H -0.21623 -4.25484 -7.55585
H -1.26843 -7.03796 -6.66620
H -2.15862 -5.94561 -7.74021
H -1.73827 -5.27184 -6.21142
H 3.12855 -3.04920 -5.99826
H 1.81053 -3.75226 -5.02502
H 1.40438 -3.02087 -6.65194
O 1.81001 -1.73569 -2.92759
S 2.02233 -0.91090 -1.75454
O 1.96351 0.56514 -1.94023
O 0.86846 -1.24982 -0.55087
C 0.70773 -0.49141 0.58902
C -0.54852 0.33739 0.40478
C 3.57054 -1.32984 -1.05001
H 1.57839 0.11555 0.83729
H 0.66074 -1.18953 1.42480
H -1.40791 -0.26188 0.70550
H -0.73373 0.86659 -0.52996
H -0.52344 1.12409 1.15881
H 4.29332 -0.82907 -1.69416
H 3.66180 -2.41378 -1.11969
H 3.51802 -0.96593 -0.02389
O -2.46815 2.50586 5.53004
S -1.77917 3.73116 5.06749
O -2.24239 5.07218 5.40613
O -0.21775 3.54349 5.59973
C 0.35875 2.26330 5.55234
C 1.79127 2.57012 5.47254
C -1.58414 3.84188 3.21278
H 0.19150 1.53767 4.75636
H 0.04108 1.63607 6.38527
H 2.37325 1.64877 5.45023
H 2.05200 3.28706 6.25108
H 2.06767 2.93432 4.48307
H -1.60265 2.79042 2.92610
H -0.59317 4.20031 2.93421
H -2.39659 4.44301 2.80453
O -1.91660 6.79886 -2.21025
S -2.75773 5.73518 -1.65168
O -4.00380 5.38434 -2.31717
O -1.85217 4.37943 -1.61489
C -0.46082 4.41854 -1.09654
C 0.38244 3.77228 -2.18085
C -3.16256 6.17843 0.08110
H -0.37542 3.88325 -0.15088
H -0.09283 5.37994 -0.73821
H -0.03290 2.77943 -2.35361
H 1.45126 3.74538 -1.96870
H 0.18487 4.38580 -3.05986
H -2.23209 6.00116 0.62046
H -3.98842 5.53800 0.39076
H -3.60695 7.16226 0.23174
*
```

Results
HOMO: -7.802 eV
Orbital gap: 7.59 eV
SMILES: CCOS(C)(=O)=O.CCOS(C)(=O)=O.CCOS(C)(=O)=O.CCOS(C)(=O)=O.CCOS(C)(=O)=O.CCOS(C)(=O)=O.CCOS(C)(=O)=O.CCN(CC)CC.CCN(CC)CC.CCN(CC)CC.CCN(CC)CC
Max |F|: 0.0984 Eh/bohr
Energy above the lowest of the compared OMol25 structures with the same formula, charge and spin: 8.0721 eV
M: 1273.9 g/mol